A structure of composition C52H46BrCl2N11O3STi at a distorted geometry. Source: OMol25; level of theory: wB97M-V/def2-TZVPD.

```
! wB97M-V def2-TZVPD RIJCOSX def2/J DEFGRID3
* xyz 0 1
C -0.248 -5.777 2.805
H 0.124 -6.404 3.608
H 0.217 -1.219 2.388
C -0.205 2.254 -3.835
C 1.667 -0.378 -2.067
H 6.986 3.277 1.454
H -1.420 -0.349 5.547
C -1.901 -5.356 1.272
H -0.852 4.251 -0.987
C 2.906 3.531 -2.092
H 0.055 3.713 7.436
C -5.875 -2.001 -0.784
H 2.256 4.174 6.372
C -4.082 -0.510 -1.363
H 0.320 1.875 -4.714
C 0.506 2.287 -1.398
N 3.241 -0.902 -0.823
C 6.984 1.787 -0.108
H -0.988 -3.878 -7.087
C 0.214 -4.829 -5.575
H 4.605 -1.956 0.323
H 2.126 -1.202 0.956
Ti -1.094 -0.375 -0.672
C -3.912 0.399 -3.748
C -2.027 0.987 1.987
N 2.957 -0.548 -2.095
N -1.147 0.122 1.399
C -5.678 -1.199 -3.024
H 2.190 3.422 -4.110
C -0.539 -0.447 2.423
C 1.098 2.458 1.059
C -6.338 -1.973 -2.088
C 0.465 -4.668 2.375
N -0.703 1.588 -1.066
C 0.666 -4.780 -4.269
C -4.362 2.365 -1.021
C 6.375 0.641 -0.607
C -0.030 -3.892 1.355
H -3.732 -0.196 -4.646
H -1.697 -2.049 -5.575
H 1.111 -0.123 -2.950
H -4.399 3.128 -0.238
H 6.725 0.202 -1.535
H -2.400 4.273 -1.836
C -0.634 -3.845 -6.064
C -1.862 2.345 -1.021
C 2.139 -0.913 -0.084
O -2.764 -3.643 -0.937
C -4.346 -1.291 1.050
C -1.256 -4.225 0.803
H 0.519 -3.056 0.953
N -1.026 0.046 3.550
C 3.449 2.680 4.471
H -2.704 1.615 1.432
N -2.918 0.264 -1.004
H -4.713 -2.197 1.534
C 1.979 3.207 -3.066
H -5.183 1.670 -0.859
H 7.812 2.231 -0.646
H -4.772 -0.434 1.581
H -3.270 -1.254 1.169
Br 2.099 -4.169 3.206
N 5.240 3.472 3.591
H 0.117 2.868 1.316
C -0.271 1.899 6.340
C 0.772 2.594 -2.738
H -0.763 3.142 -4.144
H -6.039 -1.156 -4.046
C 5.464 1.798 1.744
H -6.392 -2.596 -0.038
C 4.618 -1.178 -0.437
C 2.199 2.402 5.175
O -1.424 -2.047 -0.079
N 4.289 3.645 4.595
C 2.612 3.269 -0.763
C -0.572 -2.805 -3.917
C 0.460 3.024 6.704
C 1.414 2.665 -0.400
H 0.527 -5.649 -6.209
N -1.409 -6.119 2.252
C 6.532 2.374 1.063
C -1.865 3.853 -0.979
C -3.033 1.653 -1.012
H -2.367 4.216 -0.077
C 4.871 0.644 1.249
H 3.848 3.994 -2.363
H 4.045 0.203 1.796
H -1.245 1.715 6.780
C 1.688 3.286 6.120
H -7.214 -2.544 -2.369
Cl 1.725 -6.053 -3.759
N -1.978 0.973 3.294
H -0.921 1.504 -3.513
O 3.779 1.858 3.452
H -4.577 1.223 -4.024
N 1.101 -0.585 -0.831
S 0.886 -3.709 -1.727
H 1.083 1.398 1.315
H 5.111 -1.564 -1.322
H -2.969 0.823 -3.426
H 0.056 -1.078 4.894
H -2.854 -5.652 0.845
C 5.313 0.062 0.073
C -4.554 -0.455 -2.680
C -1.029 -2.827 -5.222
H 1.882 0.583 4.092
C 0.304 -3.755 -3.350
Cl -1.223 -1.435 -2.999
H -4.539 2.876 -1.973
H 3.316 3.553 0.015
C -4.754 -1.276 -0.402
C 4.900 2.413 2.944
C -1.887 -3.306 -0.198
H 1.848 2.950 1.681
C 1.479 1.265 4.834
C 0.241 1.014 5.402
C -0.554 -0.177 4.917
*
```

## Properties
Gap between HOMO and LUMO (alpha / beta) (eV): 5.8788 / 5.8734
F_max (hartree/bohr): 0.0354
LUMO level (alpha / beta) (eV): -0.51 / -0.51
HOMO energy (alpha / beta) (hartree): -0.2348 / -0.2348